{
  "formula": "CH4BrO3P",
  "method": "ωB97M-V with the def2-TZVPD basis set",
  "symbols": ["C", "O", "O", "O", "P", "Br", "H", "H", "H", "H"],
  "xyz": [[0.480, 1.807, 0.328], [0.283, -1.250, -1.273], [-0.133, -1.902, 1.135], [-1.470, -0.046, 0.043], [-0.974, -1.429, -0.226], [0.353, 2.644, -1.348], [1.171, 0.877, 0.527], [-0.122, 2.385, 1.071], [0.181, -0.233, -1.487], [0.232, -2.854, 1.231]],
  "forces_ev_per_angstrom": [[0.390, -0.779, 0.801], [-1.085, 2.328, -0.423], [0.061, -2.116, -0.278], [-0.641, -0.430, 0.006], [2.232, 0.629, 1.118], [0.315, -0.541, 0.249], [-1.575, 2.294, -0.536], [0.871, -1.123, -0.507], [0.519, -2.580, 0.202], [-1.085, 2.318, -0.633]],
  "total_charge": 0,
  "de_lowest_kj_mol": 287.5,
  "homo_ev": [-8.283, -9.888],
  "orbital_gap_ev": [5.9, 9.9],
  "e_lumo_ev": [-2.430, -0.006]
}